DFT (wB97M-V/def2-TZVPD) results for the molecule C2H3F2IO.

- SMILES string: OC(F)(F)CI
- Total charge: 0
- Energy above the lowest of the compared OMol25 structures with the same formula, charge and spin: 1.069 eV
- HOMO level: -9.69 eV
- Gap between HOMO and LUMO: 9.76 eV

Element x y z (Å)
1 O 1.576 0.408 -0.090
2 C 0.306 0.356 -0.224
3 F -0.216 1.128 -1.211
4 F -0.173 1.345 0.971
5 C -0.456 -0.932 0.008
6 I -2.577 -0.467 0.019
7 H 1.975 1.222 0.223
8 H -0.148 -1.586 -0.717
9 H -0.288 -1.475 1.022



DFT (wB97M-V/def2-TZVPD) results for a structure of composition C38H62MgO26S4.

- Total charge: 0
- Energy above the lowest of the compared OMol25 structures with the same formula, charge and spin: 4.559 eV
- HOMO level: -7.60 eV
- Gap between HOMO and LUMO: 6.70 eV

Element x y z (Å)
1 Mg 2.202 2.137 -3.532
2 C -0.474 -0.024 -1.167
3 C -0.432 -0.417 0.340
4 C 0.934 -0.128 1.188
5 O 0.929 -0.077 2.412
6 C 2.012 0.514 0.384
7 C 1.938 0.868 -0.963
8 C 0.626 0.476 -1.705
9 O 0.591 0.618 -2.996
10 O 2.968 1.350 -1.615
11 O -1.398 -0.950 0.934
12 H -1.383 -0.221 -1.716
13 H 2.997 0.709 0.781
14 C 3.049 -1.330 4.617
15 C 3.110 -2.932 4.652
16 C 1.894 -3.557 3.842
17 O 2.424 -4.495 2.811
18 C 3.806 -4.312 2.898
19 O 4.658 -4.796 2.188
20 O 4.175 -3.498 3.911
21 H 2.111 -0.976 5.046
22 H 3.093 -0.806 3.662
23 H 3.774 -0.879 5.294
24 H 3.207 -3.323 5.665
25 H 1.426 -2.707 3.345
26 H 1.280 -4.109 4.553
27 C -3.138 2.038 1.870
28 C -2.745 3.348 2.587
29 C -1.402 3.179 3.119
30 O -0.687 4.341 2.642
31 C -1.420 4.993 1.783
32 O -1.047 6.020 1.142
33 O -2.602 4.413 1.677
34 H -2.329 1.988 1.141
35 H -4.138 2.217 1.474
36 H -3.115 1.210 2.578
37 H -3.488 3.478 3.373
38 H -0.757 2.331 2.886
39 H -1.382 3.068 4.203
40 C 2.562 4.022 1.516
41 C 2.419 3.104 2.798
42 C 3.614 2.292 3.195
43 O 3.680 2.287 4.591
44 C 2.859 3.163 5.074
45 O 2.646 3.467 6.234
46 O 2.220 3.893 3.938
47 H 1.628 4.581 1.461
48 H 2.855 3.568 0.569
49 H 3.365 4.674 1.859
50 H 1.556 2.454 2.655
51 H 4.519 2.656 2.710
52 H 3.527 1.278 2.803
53 C -3.416 -1.151 4.589
54 C -1.909 -1.655 4.479
55 C -1.033 -0.772 5.229
56 O -0.282 -1.597 6.052
57 C -0.731 -2.951 5.929
58 O -0.150 -3.916 6.445
59 O -1.752 -2.989 5.124
60 H -3.632 -1.061 5.653
61 H -4.123 -1.897 4.226
62 H -3.475 -0.141 4.181
63 H -1.700 -1.803 3.419
64 H -1.506 -0.016 5.857
65 H -0.413 -0.283 4.478
66 C 2.326 -4.101 -0.937
67 C 1.142 -4.820 -0.318
68 C -0.084 -3.964 0.047
69 O -1.170 -4.782 -0.347
70 C -0.745 -5.435 -1.434
71 O -1.508 -5.874 -2.307
72 O 0.633 -5.477 -1.373
73 H 2.532 -3.355 -0.169
74 H 2.169 -3.529 -1.852
75 H 3.112 -4.810 -1.195
76 H 1.367 -5.539 0.469
77 H -0.002 -3.032 -0.511
78 H -0.045 -3.718 1.108
79 C -4.672 -2.063 -0.051
80 C -4.541 -3.454 0.511
81 C -3.518 -3.600 1.648
82 O -4.107 -4.629 2.422
83 C -5.478 -4.617 2.124
84 O -6.375 -5.271 2.630
85 O -5.744 -3.819 1.088
86 H -3.746 -1.828 -0.575
87 H -4.869 -1.306 0.709
88 H -5.500 -2.069 -0.760
89 H -4.199 -4.059 -0.329
90 H -3.527 -2.768 2.352
91 H -2.509 -3.867 1.334
92 C 0.703 5.813 -1.589
93 S 0.063 4.484 -2.705
94 O 0.971 3.278 -2.687
95 C -1.389 4.148 -1.692
96 H -0.049 6.590 -1.455
97 H 1.461 6.405 -2.101
98 H 1.259 5.441 -0.729
99 H -1.946 3.317 -2.124
100 H -1.994 4.975 -1.322
101 H -1.054 3.725 -0.745
102 C 5.370 -0.081 -3.465
103 S 3.802 -0.584 -4.383
104 O 3.073 0.695 -4.397
105 C 4.504 -0.751 -6.015
106 H 5.233 0.152 -2.409
107 H 5.683 0.904 -3.814
108 H 6.162 -0.822 -3.569
109 H 5.376 -0.125 -6.205
110 H 3.741 -0.317 -6.660
111 H 4.720 -1.790 -6.265
112 C 0.138 0.787 -7.122
113 S 0.370 2.438 -6.412
114 O 1.168 2.429 -5.098
115 C 1.449 3.051 -7.766
116 H -0.308 0.283 -6.265
117 H 1.022 0.265 -7.487
118 H -0.711 0.679 -7.798
119 H 1.082 2.669 -8.718
120 H 2.508 2.814 -7.669
121 H 1.380 4.106 -8.031
122 C -2.830 0.733 -3.869
123 S -3.302 0.248 -5.610
124 O -3.544 -1.269 -5.606
125 C -5.039 0.858 -5.627
126 H -3.255 0.079 -3.107
127 H -3.231 1.728 -3.676
128 H -1.741 0.704 -3.877
129 H -5.584 0.848 -6.571
130 H -5.214 1.745 -5.019
131 H -5.595 0.163 -4.998



DFT (wB97M-V/def2-TZVPD) results for the molecule C5H9NO.

- SMILES string: C[C@H]1CC/C1=N\O
- Total charge: 0
- Energy above the lowest of the compared OMol25 structures with the same formula, charge and spin: 2.879 eV
- HOMO level: -9.44 eV
- Gap between HOMO and LUMO: 10.53 eV

Element x y z (Å)
1 C -1.576 -1.234 -0.056
2 C -0.582 -0.257 -0.666
3 C -0.757 1.257 -0.339
4 C 0.700 1.328 0.199
5 C 0.780 -0.164 -0.012
6 N 1.598 -1.080 0.299
7 O 2.714 -0.542 0.942
8 H -2.566 -1.118 -0.512
9 H -1.675 -1.063 1.023
10 H -1.246 -2.267 -0.203
11 H -0.492 -0.432 -1.746
12 H -0.976 1.900 -1.196
13 H -1.511 1.437 0.434
14 H 0.827 1.653 1.235
15 H 1.397 1.896 -0.427
16 H 3.249 -1.325 1.121



DFT (wB97M-V/def2-TZVPD) results for a cluster of 4 separate species, C4H14NO6 in total.

- Total charge: -1
- Energy above the lowest of the compared OMol25 structures with the same formula, charge and spin: 0.763 eV
- HOMO level: -5.24 eV
- Gap between HOMO and LUMO: 8.71 eV

Element x y z (Å)
1 C 0.117 -0.392 1.190
2 C -0.705 -1.651 0.759
3 C -0.945 -1.705 -0.768
4 O -0.142 -2.840 1.254
5 N 0.089 0.769 0.355
6 C 1.108 1.079 -0.629
7 O 1.203 2.297 -0.866
8 O 1.676 0.112 -1.189
9 H -0.230 -0.153 2.200
10 H 1.163 -0.693 1.284
11 H -1.674 -1.513 1.251
12 H -0.680 -2.717 -1.089
13 H -0.329 -0.991 -1.298
14 H -1.991 -1.639 -1.078
15 H 0.734 -2.881 0.842
16 H -0.379 1.592 0.678
17 H 1.775 -1.446 -0.648
18 H 2.979 -2.107 -0.031
19 O 2.055 -2.304 -0.215
20 H -2.059 0.875 -0.789
21 H -2.251 2.042 -1.715
22 O -2.751 1.462 -1.117
23 H 0.931 4.317 -0.020
24 H -0.211 3.930 0.810
25 O 0.519 4.557 0.829



DFT (wB97M-V/def2-TZVPD) results for the molecule C12H17NO2.

- SMILES string: C=C/C(OC)=C(\OC)C1(C#N)[C@@H](C)[C@@H]1C
- Total charge: 0
- Energy above the lowest of the compared OMol25 structures with the same formula, charge and spin: 4.713 eV
- HOMO level: -8.49 eV
- Gap between HOMO and LUMO: 9.16 eV

Element x y z (Å)
1 C -1.344 -3.442 1.848
2 C -1.415 -2.123 1.509
3 C -0.477 -1.288 0.776
4 O 0.814 -1.743 0.682
5 C 1.222 -2.221 -0.520
6 C -0.880 -0.096 0.237
7 O -2.114 0.449 0.417
8 C -3.082 0.450 -0.631
9 C 0.098 0.642 -0.621
10 C -0.077 0.352 -2.012
11 N -0.405 0.231 -3.125
12 C 0.412 2.068 -0.510
13 C -0.058 2.754 0.819
14 C 1.598 1.050 -0.325
15 C 2.712 0.700 -1.330
16 H -2.225 -3.962 2.327
17 H -0.517 -4.111 1.672
18 H -2.355 -1.673 1.820
19 H 2.328 -2.441 -0.494
20 H 1.203 -1.617 -1.426
21 H 0.723 -3.156 -0.671
22 H -3.838 1.090 -0.310
23 H -3.547 -0.650 -0.762
24 H -2.685 0.882 -1.542
25 H 0.319 2.707 -1.349
26 H -0.523 3.608 0.400
27 H 0.785 3.070 1.373
28 H -0.735 2.144 1.359
29 H 1.986 1.134 0.743
30 H 3.574 0.518 -0.753
31 H 2.829 1.666 -1.976
32 H 2.480 -0.128 -1.947



DFT (wB97M-V/def2-TZVPD) results for a cluster of 2 separate species, C7H13B2F4N3O3 in total.

- Total charge: 0
- Energy above the lowest of the compared OMol25 structures with the same formula, charge and spin: 3.168 eV
- HOMO level: -10.07 eV
- Gap between HOMO and LUMO: 8.75 eV

Element x y z (Å)
1 N -0.577 3.523 -1.699
2 C 0.889 3.420 -1.598
3 O 1.489 4.406 -1.064
4 C 1.777 2.198 -2.110
5 C 0.977 1.072 -2.923
6 N -0.101 0.511 -2.049
7 C -1.540 0.551 -2.173
8 C -1.969 -0.183 -0.890
9 N -0.783 -0.613 -0.176
10 C -0.694 -1.372 1.109
11 B 0.470 -0.800 2.126
12 O 1.882 -0.905 1.839
13 O 0.083 -0.157 3.369
14 C 0.380 -0.184 -0.891
15 H -0.772 4.542 -1.608
16 H -1.040 3.114 -0.862
17 H 2.334 1.772 -1.192
18 H 2.592 2.615 -2.816
19 H 1.705 0.220 -3.207
20 H 0.508 1.431 -3.900
21 H -2.127 1.044 -3.008
22 H -3.062 -0.321 -0.619
23 H -1.687 -1.201 1.676
24 H -0.621 -2.511 0.947
25 H 2.296 -0.154 2.335
26 H -0.016 0.812 3.202
27 H 1.489 -0.301 -0.688
28 B -0.777 -4.508 3.377
29 F -0.451 -5.900 3.344
30 F -0.758 -3.980 2.038
31 F -2.083 -4.333 3.936
32 F 0.186 -3.806 4.173



DFT (wB97M-V/def2-TZVPD) results for a structure of composition C16H31Cl2N5O2PbS3.

- Total charge: +2
- HOMO level (alpha / beta): -14.14 / -14.16 eV
- Gap between HOMO and LUMO (alpha / beta): 5.70 / 5.80 eV

Element x y z (Å)
1 Pb 0.134 -0.267 1.240
2 Cl 2.529 -2.425 2.082
3 C 2.341 -2.285 3.844
4 Cl 1.420 -0.835 4.293
5 H 3.329 -2.213 4.283
6 H 1.803 -3.155 4.199
7 C 0.337 -4.802 -4.284
8 C 1.622 -4.655 -3.482
9 S 1.673 -3.194 -2.371
10 C 2.851 -2.041 -3.154
11 C 2.099 -1.335 -4.258
12 S 0.446 -1.009 -3.569
13 C -0.595 -1.143 -5.048
14 C -1.066 -2.569 -5.372
15 S 0.252 -3.754 -5.784
16 H -0.537 -4.601 -3.667
17 H 0.265 -5.823 -4.656
18 H 2.504 -4.626 -4.121
19 H 1.711 -5.505 -2.804
20 H 3.728 -2.572 -3.519
21 H 3.150 -1.364 -2.355
22 H 1.960 -2.005 -5.102
23 H 2.570 -0.413 -4.603
24 H -0.045 -0.716 -5.887
25 H -1.467 -0.523 -4.840
26 H -1.698 -2.511 -6.258
27 H -1.648 -2.982 -4.550
28 O -0.620 2.212 -2.410
29 C -0.312 1.435 -1.587
30 N 0.002 0.658 -0.725
31 C -3.610 -0.140 0.786
32 C -3.026 -1.523 0.521
33 C -3.396 -2.110 -0.857
34 O -1.718 -1.672 0.810
35 H -4.697 -0.171 0.799
36 H -3.286 0.538 -0.009
37 H -3.253 0.262 1.736
38 H -3.531 -2.227 1.241
39 H -3.074 -1.407 -1.627
40 H -4.471 -2.253 -0.924
41 H -2.887 -3.060 -1.010
42 C 0.498 4.236 5.683
43 C 0.908 5.063 4.466
44 C 2.205 4.538 3.855
45 C -0.236 5.140 3.430
46 N -0.655 3.823 2.968
47 C -0.068 3.010 2.088
48 N -0.707 1.855 2.126
49 N -1.689 1.985 3.045
50 N -1.661 3.151 3.547
51 H 1.290 4.267 6.431
52 H 0.331 3.189 5.422
53 H -0.415 4.624 6.136
54 H 1.075 6.095 4.783
55 H 2.109 3.498 3.535
56 H 2.997 4.572 4.602
57 H 2.521 5.144 3.003
58 H 0.075 5.721 2.563
59 H -1.112 5.602 3.881
60 H 0.745 3.274 1.434



DFT (wB97M-V/def2-TZVPD) results for a structure of composition C23H38I2N3O6S2Si4TeTi.

- Total charge: +1
- HOMO level (alpha / beta): -10.31 / -10.31 eV
- Gap between HOMO and LUMO (alpha / beta): 5.59 / 5.59 eV

Element x y z (Å)
1 Ti 2.550 -0.504 -0.012
2 I 2.345 -0.990 2.837
3 C 4.097 -2.020 3.628
4 I 5.698 -0.774 4.189
5 H 4.426 -2.724 2.874
6 H 3.714 -2.526 4.507
7 C 1.020 -1.164 -3.632
8 C 1.525 0.129 -3.111
9 N 1.981 0.403 -1.892
10 C 2.526 1.667 -1.945
11 C 2.344 2.196 -3.182
12 N 1.702 1.212 -3.889
13 C 2.678 3.477 -3.867
14 O 3.319 4.386 -3.164
15 O 2.333 3.620 -5.011
16 C 3.210 2.178 -0.742
17 O 3.799 3.236 -0.720
18 O 3.127 1.318 0.248
19 H 0.363 -1.650 -2.921
20 H 1.868 -1.828 -3.814
21 H 0.485 -1.014 -4.568
22 H 1.455 1.317 -4.864
23 H 3.524 4.081 -2.243
24 C -2.202 0.073 -2.732
25 Si -2.433 1.646 -1.729
26 C -1.045 2.846 -2.124
27 C -4.115 2.408 -2.076
28 Si -2.345 0.990 0.526
29 Te 0.163 0.442 1.003
30 Si -2.440 2.767 2.095
31 C -4.290 2.976 2.371
32 C -1.725 4.308 1.303
33 C -1.579 2.380 3.720
34 Si -3.679 -0.851 1.132
35 C -3.413 -1.155 2.964
36 C -5.468 -0.425 0.751
37 C -3.162 -2.372 0.158
38 H -1.938 0.304 -3.767
39 H -3.109 -0.534 -2.746
40 H -1.409 -0.538 -2.297
41 H -0.898 2.896 -3.206
42 H -0.103 2.534 -1.667
43 H -1.259 3.856 -1.773
44 H -4.201 2.650 -3.139
45 H -4.263 3.332 -1.516
46 H -4.928 1.726 -1.825
47 H -4.835 3.148 1.442
48 H -4.461 3.843 3.016
49 H -4.725 2.106 2.866
50 H -2.266 4.578 0.394
51 H -0.672 4.182 1.044
52 H -1.800 5.149 1.996
53 H -2.306 2.049 4.464
54 H -1.099 3.284 4.100
55 H -0.811 1.611 3.643
56 H -3.829 -0.352 3.576
57 H -2.349 -1.234 3.200
58 H -3.894 -2.088 3.268
59 H -5.805 0.474 1.269
60 H -6.113 -1.250 1.065
61 H -5.624 -0.276 -0.319
62 H -2.077 -2.490 0.147
63 H -3.508 -2.326 -0.876
64 H -3.586 -3.269 0.614
65 O 4.537 -1.121 0.478
66 S 4.638 -2.259 -0.486
67 O 5.755 -2.280 -1.352
68 N 3.131 -2.127 -1.166
69 C 2.249 -2.840 -0.346
70 S 0.685 -2.300 -0.278
71 C 2.937 -3.834 0.508
72 C 2.393 -4.842 1.289
73 C 3.266 -5.713 1.930
74 C 4.649 -5.593 1.797
75 C 5.206 -4.574 1.031
76 C 4.317 -3.721 0.412
77 H 1.321 -4.952 1.387
78 H 2.862 -6.513 2.535
79 H 5.296 -6.301 2.296
80 H 6.276 -4.456 0.926



DFT (wB97M-V/def2-TZVPD) results for the molecule C4H9NO2.

- SMILES string: COC/C(C)=N\O
- Total charge: 0
- Energy above the lowest of the compared OMol25 structures with the same formula, charge and spin: 3.766 eV
- HOMO level: -9.64 eV
- Gap between HOMO and LUMO: 10.53 eV

Element x y z (Å)
1 C -1.430 1.405 0.677
2 O -0.375 1.373 -0.256
3 C 0.781 0.716 0.228
4 C 0.795 -0.716 -0.268
5 C 0.804 -0.984 -1.746
6 N 0.555 -1.755 0.430
7 O 0.117 -1.437 1.745
8 H -2.305 1.802 0.158
9 H -1.666 0.408 1.076
10 H -1.183 2.064 1.523
11 H 0.835 0.743 1.321
12 H 1.646 1.249 -0.183
13 H 1.215 -0.175 -2.350
14 H -0.256 -1.078 -2.003
15 H 1.281 -1.939 -1.977
16 H -0.813 -1.676 1.625



DFT (wB97M-V/def2-TZVPD) results for the ion C4H12N2 with charge +2.

- SMILES string: [NH3+]/C=C/CC[NH3+]
- Total charge: +2
- Energy above the lowest of the compared OMol25 structures with the same formula, charge and spin: 2.481 eV
- HOMO level: -18.50 eV
- Gap between HOMO and LUMO: 11.38 eV

Element x y z (Å)
1 N 1.925 0.407 -2.302
2 C 0.627 0.521 -1.613
3 C 0.266 -0.338 -0.618
4 C -1.001 -0.521 0.231
5 C -0.744 -0.748 1.677
6 N -1.182 0.498 2.377
7 H 2.802 0.263 -1.696
8 H 2.034 -0.345 -3.049
9 H 2.139 1.300 -3.020
10 H -0.081 1.170 -2.130
11 H 0.972 -1.236 -0.260
12 H -1.397 -1.631 -0.056
13 H -1.591 0.276 -0.155
14 H -1.450 -1.431 2.350
15 H 0.351 -0.907 1.988
16 H -0.562 0.726 3.210
17 H -1.060 1.444 1.780
18 H -2.245 0.550 2.451



DFT (wB97M-V/def2-TZVPD) results for a structure of composition C29H24BF2FeN8O2.

- Total charge: +2
- Multiplicity: 2
- HOMO level (alpha / beta): -14.47 / -14.47 eV
- Gap between HOMO and LUMO (alpha / beta): 7.46 / 7.47 eV

Element x y z (Å)
1 Fe 1.912 1.131 -1.610
2 C 4.237 1.497 -2.201
3 C 3.566 1.407 -3.419
4 C 2.420 2.171 -3.674
5 C 2.013 3.119 -2.730
6 C 2.693 3.234 -1.512
7 C 3.778 2.393 -1.230
8 H 5.104 0.880 -2.004
9 H 3.930 0.740 -4.189
10 H 1.890 2.074 -4.611
11 H 1.154 3.741 -2.935
12 H 2.370 3.962 -0.784
13 H 4.269 2.451 -0.268
14 O -1.008 -6.041 -0.142
15 N -0.238 -5.527 -0.912
16 O 0.672 -6.102 -1.465
17 C -0.257 -4.028 -0.940
18 C -1.220 -3.477 -0.186
19 C -1.426 -2.067 -0.199
20 C -2.468 -1.480 0.538
21 C -2.693 -0.131 0.439
22 C -1.919 0.599 -0.451
23 N -0.910 0.056 -1.143
24 C -0.603 -1.260 -0.984
25 C 0.571 -1.817 -1.616
26 N 1.529 -0.962 -2.092
27 C 2.541 -1.513 -2.748
28 C 2.685 -2.878 -2.968
29 C 1.789 -3.745 -2.413
30 C 0.702 -3.225 -1.676
31 H -1.877 -4.115 0.390
32 H -3.087 -2.103 1.172
33 H -3.477 0.364 0.997
34 H -2.117 1.644 -0.640
35 H 3.308 -0.854 -3.103
36 H 3.532 -3.235 -3.536
37 H 1.911 -4.806 -2.523
38 F -0.412 0.447 -3.495
39 B -0.267 0.927 -2.265
40 F -0.564 2.235 -2.026
41 C 0.226 2.890 1.025
42 C 0.833 1.550 1.244
43 N 1.424 0.795 0.326
44 C 1.807 -0.378 0.960
45 C 1.406 -0.336 2.250
46 N 0.768 0.875 2.408
47 C 0.064 1.236 3.642
48 N -1.155 0.498 3.722
49 N -1.106 -0.796 4.157
50 N -2.233 -1.348 3.972
51 C -3.086 -0.430 3.385
52 C -4.424 -0.557 3.000
53 C -5.026 0.553 2.452
54 C -4.329 1.771 2.310
55 C -3.009 1.908 2.688
56 C -2.397 0.769 3.219
57 H 0.254 3.138 -0.031
58 H 0.757 3.663 1.585
59 H -0.817 2.907 1.340
60 H 2.343 -1.157 0.450
61 H 1.486 -1.042 3.058
62 H -0.129 2.306 3.667
63 H 0.695 0.959 4.483
64 H -4.956 -1.487 3.149
65 H -6.064 0.509 2.153
66 H -4.856 2.631 1.917
67 H -2.510 2.866 2.620